18
Properties=species:S:1:pos:R:3:forces:R:3:nbo_charge:R:1 method="wB97M-V/def2-TZVPD" de_lowest_kj_mol=14.79 total_energy_ha=-2842.302146 e_homo_ev=-10.0 charge=0 lumo_energy_ev=-1.588 gap_ev=8.36 smiles="O=C(Cl)c1c(I)c(C(=O)Cl)c(I)c(C(=O)Cl)c1I"
O -1.242 2.336 2.475 -0.45 0.41 -3.58 -0.467
C -1.254 2.198 1.248 -0.94 1.36 4.89 0.509
Cl -2.049 3.304 0.127 0.36 -0.34 0.43 0.008
C -0.608 1.042 0.702 0.87 -1.38 -1.15 -0.170
C -1.352 -0.107 0.378 -0.78 0.26 -0.30 -0.037
I -3.582 -0.181 0.732 2.19 0.13 -0.27 0.198
C -0.733 -1.162 -0.306 1.13 1.14 -0.72 -0.268
C -1.502 -2.309 -0.792 -2.18 -2.31 2.05 0.528
O -1.800 -3.196 -0.022 0.79 1.02 -1.40 -0.460
Cl -2.290 -2.257 -2.363 0.58 0.30 -0.01 -0.002
C 0.633 -1.073 -0.607 0.34 -0.30 -0.29 -0.010
I 1.659 -2.624 -1.841 -1.04 1.26 1.13 0.207
C 1.374 0.032 -0.164 0.08 -0.37 0.92 -0.281
C 2.824 0.072 -0.403 2.18 1.45 -4.10 0.526
O 3.258 0.599 -1.434 -0.99 -1.49 3.29 -0.473
Cl 3.909 -0.744 0.715 -0.52 0.29 -0.07 0.010
C 0.790 1.097 0.516 -0.44 0.61 -0.30 -0.027
I 1.964 2.974 1.038 -1.19 -2.03 -0.51 0.207